Record 1
Formula: C20H17BrMnN3O6S
Source: the Open Molecules 2025 dataset
Level of theory: ωB97M-V/def2-TZVPD

Positions of all 49 atoms, in Å:
Mn  0.530  0.840  -0.839
Br  2.710  3.866  0.081
C  3.453  2.103  0.086
C  4.800  1.940  0.579
C  5.298  0.633  0.671
C  4.431  -0.412  0.516
C  3.168  -0.199  0.033
N  2.685  1.057  -0.222
C  2.167  -1.286  -0.103
O  2.443  -2.432  0.262
O  1.009  -1.056  -0.675
H  5.400  2.853  0.750
H  6.283  0.437  1.100
H  4.671  -1.423  0.899
C  -1.951  -5.624  0.336
C  -1.860  -4.135  0.647
C  -2.922  -3.256  0.443
C  -2.731  -1.859  0.681
C  -1.599  -1.472  1.323
C  -0.603  -2.401  1.685
C  -0.694  -3.681  1.135
S  -1.415  0.183  1.960
O  -0.258  0.134  2.796
O  -2.672  0.730  2.420
N  -0.974  1.041  0.595
C  -1.170  2.336  0.271
C  -1.720  3.356  1.146
C  -1.664  4.661  0.737
C  -0.927  4.991  -0.399
C  -0.467  3.960  -1.204
N  -0.516  2.682  -0.850
H  -1.828  -5.755  -0.750
H  -2.956  -6.025  0.687
H  -1.118  -6.171  0.803
H  -3.855  -3.700  0.052
H  -3.496  -1.137  0.371
H  0.294  -2.091  2.178
H  0.195  -4.301  1.068
H  -2.043  2.995  2.160
H  -2.093  5.462  1.343
H  -0.671  5.964  -0.826
H  0.057  4.132  -2.172
C  -1.851  -0.151  -3.007
O  -0.688  0.487  -3.663
C  0.304  0.945  -2.958
O  1.146  1.736  -3.425
H  -2.679  0.568  -2.963
H  -1.590  -0.541  -2.011
H  -2.035  -0.982  -3.747

Its HOMO energy (spin up / spin down) is -1.7 / -5.6 eV. Its energy above the lowest of the compared OMol25 structures with the same formula, charge and spin is 193.72 kJ/mol. Its expectation value of S² is 8.992. The LUMO energy (spin up / spin down) comes out at 1.806 / 2.633 eV. Its spin multiplicity is 6. The net charge is -1. As for the total energy: -5511.283687 hartree.

Atom charges from the Löwdin analysis, given in e for atoms 1 to 4: atom 1 (Mn): 0.9332, atom 2 (Br): 0.7199, atom 3 (C): -0.7178, atom 4 (C): -0.1563


Record 2
Formula: C20H17Cl4CsN2O5Te
Source: the Open Molecules 2025 dataset
Level of theory: ωB97M-V/def2-TZVPD

Positions of all 50 atoms, in Å:
Cs  -0.121  -0.821  -1.463
Cl  -3.860  4.430  -3.143
C  -3.303  2.786  -3.243
C  -3.013  2.219  -4.462
Cl  -3.207  3.145  -5.924
C  -2.553  0.894  -4.513
Cl  -2.164  0.191  -6.060
C  -2.364  0.071  -3.383
O  -1.916  -1.120  -3.467
C  -2.722  0.680  -2.072
O  -2.634  -0.004  -0.977
C  -3.132  2.015  -2.077
Cl  -3.499  2.728  -0.531
C  -2.860  -2.276  1.125
O  -3.386  -2.442  -0.162
H  -3.345  -2.998  1.791
H  -3.038  -1.269  1.518
H  -1.777  -2.475  1.159
H  -3.207  -1.607  -0.664
C  4.049  1.534  -3.131
N  4.067  0.274  -2.421
C  5.043  -0.651  -2.648
C  5.022  -1.843  -2.040
C  3.912  -2.170  -1.137
O  3.869  -3.273  -0.580
N  2.951  -1.222  -0.936
C  3.004  -0.021  -1.531
O  2.160  0.874  -1.387
H  5.038  1.719  -3.550
H  3.782  2.336  -2.447
H  3.312  1.525  -3.937
H  5.823  -0.347  -3.336
H  5.791  -2.584  -2.196
C  -0.008  -2.137  3.935
Te  1.319  -2.020  2.229
C  0.155  -0.227  1.914
C  -0.198  0.250  3.291
C  -0.468  1.582  3.581
C  -0.812  1.966  4.870
C  -0.897  1.017  5.878
C  -0.640  -0.318  5.592
C  -0.289  -0.707  4.307
H  0.444  -2.700  4.751
H  -0.930  -2.639  3.633
H  -0.768  -0.473  1.384
H  0.661  0.529  1.314
H  -0.409  2.318  2.789
H  -1.013  3.008  5.087
H  -1.160  1.315  6.887
H  -0.706  -1.063  6.377

Its HOMO energy is -0.9 eV. Its energy above the lowest of the compared OMol25 structures with the same formula, charge and spin is 5.47 kJ/mol. The LUMO energy comes out at 3.746 eV. The net charge is -2. As for the total energy: -3387.090623 hartree.

Atom charges from the Löwdin analysis, given in e for atoms 1 to 4: atom 1 (Cs): 1.3878, atom 2 (Cl): 0.5673, atom 3 (C): -0.7496, atom 4 (C): -0.7458


Record 3
Formula: C20H17ClN6O2S2
Source: the Open Molecules 2025 dataset
Level of theory: ωB97M-V/def2-TZVPD

Positions of all 48 atoms, in Å:
O  1.074  4.925  5.183
O  -1.041  -2.913  -0.176
Cl  -2.741  -0.886  -4.621
N  3.512  -0.815  1.966
N  2.580  -1.462  1.163
N  1.209  1.174  3.862
S  1.898  -2.080  3.542
S  4.153  -0.112  4.523
C  1.028  3.768  4.808
C  0.134  -2.587  -0.046
C  3.228  -0.965  3.239
C  1.672  -2.110  1.841
C  0.524  2.086  3.230
C  -1.003  3.929  1.692
C  -0.233  1.668  2.067
C  1.818  2.785  5.540
C  -0.319  4.336  2.837
C  -0.967  2.537  1.339
C  1.913  1.531  5.008
C  1.534  -0.873  -3.059
C  -0.768  -1.534  -2.846
C  1.219  -0.248  -4.267
C  -1.091  -0.882  -4.044
C  0.555  -1.534  -2.336
C  -0.114  -0.201  -4.755
N  0.548  -2.681  1.277
N  0.385  3.382  3.629
N  0.902  -2.112  -1.099
C  -1.768  2.048  0.133
C  2.806  0.468  5.661
C  -0.409  0.464  -6.120
H  -1.469  4.702  1.116
H  -0.217  0.629  1.753
H  2.331  3.137  6.430
H  -0.364  5.387  3.170
H  2.574  -0.894  -2.805
H  -1.538  -2.096  -2.338
H  1.995  0.232  -4.831
H  -0.188  -3.043  1.883
H  1.844  -1.837  -0.760
H  -1.941  0.953  0.183
H  -1.170  2.277  -0.764
H  -2.756  2.502  0.067
H  2.197  -0.390  5.959
H  3.231  0.845  6.588
H  -0.377  -0.313  -6.908
H  -1.354  0.990  -6.188
H  0.363  1.214  -6.326

Its SMILES is Cc1ccn2c(=O)cc(CSc3nnc(NC(=O)Nc4ccc(C)c(Cl)c4)s3)nc2c1. Its HOMO energy is -8.5 eV. Its energy above the lowest of the compared OMol25 structures with the same formula, charge and spin is 0.00 kJ/mol. The LUMO energy comes out at -0.082 eV. The net charge is 0. As for the total energy: -2507.945588 hartree.

Atom charges from the Löwdin analysis, given in e for atoms 1 to 4: atom 1 (O): 0.0562, atom 2 (O): 0.0441, atom 3 (Cl): 0.6828, atom 4 (N): -0.0306


Record 4
Formula: C20H17F2
Source: the Open Molecules 2025 dataset
Level of theory: ωB97M-V/def2-TZVPD

Positions of all 39 atoms, in Å:
F  3.235  1.567  1.919
C  1.925  2.001  1.812
C  1.676  3.346  2.030
C  0.353  3.783  2.040
C  -0.677  2.858  1.850
C  -0.461  1.481  1.649
C  -1.745  0.613  1.366
C  -1.782  -0.920  1.117
C  -3.050  -1.453  0.855
C  -3.272  -2.778  0.494
C  -2.194  -3.663  0.412
C  -0.928  -3.162  0.669
F  0.125  -4.061  0.619
C  -0.713  -1.827  1.030
C  0.886  1.073  1.638
H  2.469  4.045  2.222
H  0.100  4.826  2.229
H  -1.702  3.190  1.860
H  -2.342  1.116  0.615
H  -3.888  -0.783  0.925
H  -4.287  -3.128  0.303
H  -2.356  -4.696  0.124
H  0.304  -1.574  1.280
H  1.175  0.035  1.558
H  -2.439  0.844  2.164
C  -0.872  -0.806  5.943
C  -2.229  -1.157  5.984
C  -2.784  -2.415  6.060
C  -2.068  -3.589  6.243
C  -0.757  -3.842  5.854
C  0.109  -2.977  5.202
C  0.084  -1.603  5.299
H  -0.627  0.240  6.120
H  -2.953  -0.361  5.914
H  -3.866  -2.472  6.145
H  -2.661  -4.448  6.628
H  -0.398  -4.890  5.946
H  0.967  -3.426  4.704
H  0.880  -1.104  4.767

Its HOMO energy is -11.4 eV. Its energy above the lowest of the compared OMol25 structures with the same formula, charge and spin is 0.70 kJ/mol. The LUMO energy comes out at -5.716 eV. The net charge is +1. As for the total energy: -971.718333 hartree.

Atom charges from the Löwdin analysis, given in e for atoms 1 to 4: atom 1 (F): 0.0315, atom 2 (C): -0.2344, atom 3 (C): -0.0151, atom 4 (C): -0.0597


Record 5
Formula: C20H17N3O7
Source: the Open Molecules 2025 dataset
Level of theory: ωB97M-V/def2-TZVPD

Positions of all 47 atoms, in Å:
O  4.061  -2.078  -1.165
O  2.159  2.893  -1.566
O  -1.129  3.252  -0.153
O  6.460  -5.310  3.687
O  7.015  -4.858  1.636
N  -0.560  -0.572  -1.289
O  2.323  -0.881  -0.169
O  -5.732  1.576  -1.674
C  3.418  -1.739  -0.166
C  1.498  2.474  -0.627
C  -2.938  -0.794  -1.953
C  -4.205  -0.257  -1.995
C  -3.292  1.958  -1.228
C  0.356  1.626  -0.832
C  -2.041  1.383  -1.048
C  0.526  0.307  -1.210
C  3.190  -2.801  3.470
C  2.905  -2.229  2.236
C  4.315  -3.619  3.578
C  4.870  -3.210  1.250
C  3.754  -2.389  1.131
C  5.149  -3.851  2.466
C  -1.824  -0.037  -1.408
C  -4.442  1.128  -1.582
N  -0.933  2.111  -0.578
N  6.267  -4.731  2.595
C  1.889  2.731  0.823
C  1.889  -0.343  -1.466
C  -7.557  3.083  -1.113
C  -6.022  2.910  -1.288
H  -2.772  -1.830  -2.274
H  -5.017  -0.834  -2.438
H  -3.441  3.006  -0.990
H  2.542  -2.629  4.315
H  1.993  -1.646  2.141
H  4.496  -4.097  4.544
H  5.540  -3.357  0.383
H  1.545  1.878  1.419
H  2.984  2.782  0.932
H  1.391  3.647  1.194
H  1.804  -1.144  -2.213
H  2.639  0.370  -1.831
H  -8.076  2.594  -1.907
H  -7.923  4.133  -1.032
H  -7.863  2.571  -0.191
H  -5.680  3.608  -2.092
H  -5.527  3.216  -0.324

Its HOMO energy is -8.4 eV. Its energy above the lowest of the compared OMol25 structures with the same formula, charge and spin is 564.66 kJ/mol. The LUMO energy comes out at -1.211 eV. The net charge is 0. As for the total energy: -1463.090811 hartree.

Atom charges from the Löwdin analysis, given in e for atoms 1 to 4: atom 1 (O): 0.1015, atom 2 (O): 0.1212, atom 3 (O): 0.0074, atom 4 (O): 0.0567


Record 6
Formula: C20H18BCl2N7O2Ti
Source: the Open Molecules 2025 dataset
Level of theory: ωB97M-V/def2-TZVPD

Positions of all 51 atoms, in Å:
Ti  -0.402  -0.254  -0.459
C  -1.936  -0.860  3.322
C  -0.869  -0.291  2.641
N  -1.220  -0.050  1.372
N  -2.490  -0.475  1.220
C  -2.943  -0.964  2.376
B  -3.243  -0.133  -0.079
N  -2.795  -1.036  -1.249
C  -3.474  -1.994  -1.886
C  -2.746  -2.378  -3.001
C  -1.606  -1.589  -2.975
N  -1.642  -0.780  -1.907
N  -2.729  1.275  -0.431
C  -3.402  2.421  -0.512
C  -2.513  3.427  -0.856
C  -1.283  2.794  -0.963
N  -1.419  1.483  -0.693
H  -1.981  -1.144  4.351
H  0.099  -0.026  3.031
H  -3.936  -1.353  2.474
H  -4.406  -0.177  0.073
H  -4.427  -2.344  -1.538
H  -2.996  -3.132  -3.718
H  -0.822  -1.539  -3.713
H  -4.455  2.457  -0.324
H  -2.734  4.463  -1.001
H  -0.343  3.239  -1.247
O  0.235  -3.420  1.548
C  0.376  -2.411  0.920
O  -0.444  -1.969  -0.002
C  1.548  -1.468  1.108
C  2.646  -1.846  1.883
C  3.691  -0.962  2.019
C  3.616  0.295  1.392
C  4.666  1.234  1.481
C  4.559  2.456  0.877
C  3.377  2.809  0.206
C  2.334  1.924  0.101
C  2.435  0.629  0.652
N  1.428  -0.282  0.499
H  2.651  -2.821  2.344
H  4.566  -1.208  2.604
H  5.548  0.959  2.036
H  5.370  3.162  0.931
H  3.298  3.794  -0.227
H  1.409  2.227  -0.377
Cl  1.019  0.563  -2.524
C  2.008  -0.839  -2.991
Cl  1.527  -2.158  -1.918
H  3.064  -0.605  -2.843
H  1.791  -1.104  -4.027

Its HOMO energy is -15.2 eV. Its energy above the lowest of the compared OMol25 structures with the same formula, charge and spin is 152.21 kJ/mol. The LUMO energy comes out at -7.993 eV. The net charge is +2. As for the total energy: -3101.036127 hartree.

Atom charges from the Löwdin analysis, given in e for atoms 1 to 4: atom 1 (Ti): 1.0439, atom 2 (C): 0.0245, atom 3 (C): -0.0658, atom 4 (N): -0.0659


Record 7
Formula: C20H18BNO3
Source: the Open Molecules 2025 dataset
Level of theory: ωB97M-V/def2-TZVPD

Positions of all 43 atoms, in Å:
O  0.809  3.376  -1.715
O  7.095  1.126  -4.477
O  5.608  -0.567  -5.345
B  5.847  0.534  -4.526
C  1.286  2.285  -1.495
C  -5.379  -3.626  4.119
C  -5.837  -2.786  3.129
C  -4.085  -3.496  4.559
C  3.862  2.110  -4.155
C  4.395  0.496  -2.500
C  2.777  2.480  -3.415
C  3.314  0.862  -1.755
C  -4.995  -1.873  2.549
C  -3.231  -2.539  4.036
C  -2.904  -0.549  0.925
C  -1.713  -0.277  2.977
C  -2.010  0.263  0.315
C  -0.837  0.590  2.367
C  4.667  1.098  -3.675
C  2.480  1.861  -2.220
C  -3.673  -1.770  2.977
C  -2.755  -0.859  2.265
C  -1.010  0.902  1.050
N  0.687  1.463  -0.579
C  -0.210  1.985  0.407
H  7.681  0.738  -5.151
H  4.701  -0.941  -5.347
H  -6.071  -4.310  4.609
H  -6.890  -2.727  2.891
H  -3.766  -4.062  5.417
H  4.195  2.696  -5.014
H  5.067  -0.229  -2.094
H  2.210  3.335  -3.732
H  3.157  0.382  -0.788
H  -5.375  -1.208  1.789
H  -2.209  -2.471  4.338
H  -3.703  -1.001  0.402
H  -1.565  -0.522  4.032
H  -2.157  0.459  -0.747
H  -0.012  0.998  2.906
H  1.135  0.575  -0.336
H  -0.928  2.636  -0.147
H  0.340  2.560  1.155

Its SMILES is O=C(NCc1ccc(-c2ccccc2)cc1)c1ccc(B(O)O)cc1. Its HOMO energy is -8.5 eV. Its energy above the lowest of the compared OMol25 structures with the same formula, charge and spin is 0.00 kJ/mol. The LUMO energy comes out at 0.396 eV. The net charge is 0. As for the total energy: -1078.389024 hartree.

Atom charges from the Löwdin analysis, given in e for atoms 1 to 4: atom 1 (O): 0.0748, atom 2 (O): 0.1693, atom 3 (O): 0.1500, atom 4 (B): -0.5947


Record 8
Formula: C20H18Br2N3SeZr
Source: the Open Molecules 2025 dataset
Level of theory: ωB97M-V/def2-TZVPD

Positions of all 45 atoms, in Å:
Zr  -0.348  -0.302  -0.710
Br  1.883  0.312  -2.238
C  2.340  1.893  -1.180
C  3.457  2.599  -1.495
C  3.719  3.755  -0.724
C  2.870  4.140  0.279
C  1.713  3.380  0.577
C  0.780  3.747  1.584
C  -0.349  3.007  1.862
C  -0.593  1.832  1.138
C  0.293  1.435  0.130
C  1.446  2.211  -0.165
H  4.124  2.313  -2.298
H  4.601  4.338  -0.950
H  3.075  5.036  0.851
H  0.970  4.656  2.144
H  -1.038  3.323  2.632
H  -1.486  1.256  1.380
Br  -5.009  1.094  -3.883
C  -4.422  0.462  -2.234
C  -5.296  0.258  -1.171
C  -4.798  -0.221  0.036
C  -3.451  -0.474  0.161
N  -2.597  -0.270  -0.869
C  -3.084  0.177  -2.048
H  -6.351  0.470  -1.289
H  -5.460  -0.394  0.873
H  -3.028  -0.846  1.085
H  -2.386  0.331  -2.869
C  -0.057  -3.384  -1.728
N  0.053  -4.145  -0.499
C  0.034  -5.523  -0.410
C  0.151  -5.830  0.901
N  0.265  -4.644  1.594
C  0.436  -4.527  3.050
C  0.192  -3.628  0.734
Se  0.364  -1.809  1.237
H  0.057  -4.046  -2.582
H  0.767  -2.660  -1.780
H  -1.047  -2.920  -1.802
H  -0.063  -6.166  -1.269
H  0.180  -6.790  1.388
H  0.624  -5.517  3.454
H  -0.467  -4.124  3.503
H  1.284  -3.885  3.274

Its HOMO energy is -17.3 eV. Its energy above the lowest of the compared OMol25 structures with the same formula, charge and spin is 0.00 kJ/mol. The LUMO energy comes out at -10.838 eV. The net charge is +3. As for the total energy: -8532.745302 hartree.

Atom charges from the Löwdin analysis, given in e for atoms 1 to 4: atom 1 (Zr): 1.2428, atom 2 (Br): 0.8910, atom 3 (C): -0.4916, atom 4 (C): -0.0418


no.,maximum force (eV/Å)
1,3.76
2,0.93
3,3.30
4,1.53
5,3.80
6,2.22
7,2.27
8,0.44